C24H35BrCaN9 | ωB97M-V with the def2-TZVPD basis set

Geometry (Å):
1 Ca -0.048010 -0.083561 0.016135
2 C 1.497514 2.658527 1.017999
3 N 1.639054 3.931721 1.696243
4 C 1.439401 3.723776 3.132441
5 N 0.114557 3.160487 3.415319
6 C -0.011483 1.896301 2.716165
7 N 0.159787 2.043998 1.246561
8 C -0.859057 3.023634 0.774309
9 N -0.743556 4.299820 1.453853
10 C 0.596726 4.840871 1.208092
11 C -0.899649 4.083949 2.894554
12 H 2.266678 1.972668 1.384556
13 H 1.632948 2.808597 -0.056336
14 H 1.534258 4.679343 3.647941
15 H 2.206466 3.044605 3.509889
16 H -1.005684 1.490080 2.916507
17 H 0.743759 1.201300 3.094478
18 H -1.855759 2.611985 0.958976
19 H -0.732340 3.170913 -0.300624
20 H 0.693562 5.799484 1.717619
21 H 0.729662 4.999423 0.136548
22 H -1.893562 3.676495 3.091161
23 H -0.807237 5.038997 3.411649
24 Br -0.863246 1.513310 -6.787313
25 C -0.633091 1.087098 -4.946102
26 C -1.701763 1.212428 -4.076436
27 C -1.518570 0.888667 -2.736759
28 C -0.295944 0.439972 -2.205114
29 C 0.743221 0.331890 -3.145819
30 C 0.598034 0.648730 -4.491934
31 H -2.661013 1.558812 -4.440429
32 H -2.383403 0.999528 -2.080618
33 H 1.723889 -0.023282 -2.832925
34 H 1.430497 0.551428 -5.177030
35 C -4.309558 -2.901361 -2.150966
36 C -2.822863 -2.901844 -2.447233
37 N -2.084593 -2.342725 -1.317506
38 C -2.595176 -2.160055 -0.067048
39 N -1.871982 -1.454138 0.787148
40 C -2.374421 -1.351001 2.158375
41 C -3.891724 -1.286712 2.191291
42 C -4.412113 -2.548523 1.529778
43 N -3.785349 -2.728735 0.223059
44 C -4.500834 -3.518621 -0.776062
45 H -4.847087 -3.466431 -2.910177
46 H -4.691148 -1.878009 -2.144796
47 H -2.594574 -2.313250 -3.334987
48 H -2.487820 -3.926221 -2.627863
49 H -1.359634 -1.682755 -1.561125
50 H -1.942179 -0.464062 2.623931
51 H -2.046306 -2.213315 2.753320
52 H -4.227999 -0.410311 1.632414
53 H -4.266772 -1.215175 3.211336
54 H -5.490167 -2.488061 1.382119
55 H -4.212419 -3.417054 2.165771
56 H -5.553335 -3.534900 -0.498933
57 H -4.141242 -4.552773 -0.775632
58 N 0.840819 -2.595990 1.858984
59 C 2.005262 -2.277539 1.214491
60 C 3.179796 -3.016746 1.427469
61 C 4.333659 -2.631113 0.789547
62 C 4.316227 -1.517440 -0.054467
63 C 3.128356 -0.851725 -0.213390
64 N 1.984363 -1.211249 0.399750
65 H 0.785684 -3.491720 2.310701
66 H -0.026131 -2.226739 1.480135
67 H 3.157860 -3.874682 2.085869
68 H 5.250032 -3.185895 0.939595
69 H 5.206218 -1.189427 -0.570182
70 H 3.062468 0.018634 -0.858133

Force components x, y, z for each atom (eV/Å):
Ca -0.27 0.29 0.89
C 0.11 0.08 -0.01
N 0.04 0.02 -0.01
C -0.04 -0.02 -0.01
N 0.00 0.00 0.05
C 0.02 0.15 0.13
N -0.02 0.01 0.09
C -0.07 0.15 -0.01
N -0.03 0.03 0.00
C -0.01 -0.02 0.00
C 0.02 -0.01 -0.03
H -0.03 -0.03 -0.02
H -0.02 -0.04 -0.01
H 0.01 0.00 0.00
H 0.00 0.01 -0.01
H 0.00 -0.04 -0.04
H -0.01 -0.03 -0.04
H 0.02 -0.04 -0.01
H 0.01 -0.06 0.00
H 0.00 0.00 0.00
H 0.00 -0.01 0.01
H 0.01 0.00 0.00
H 0.00 0.00 -0.01
Br 0.03 -0.04 0.20
C 0.00 0.03 -0.17
C -0.15 0.04 -0.01
C 0.09 0.00 0.04
C -0.14 0.00 -0.85
C -0.08 0.03 0.00
C 0.10 -0.02 -0.03
H 0.02 0.00 -0.01
H -0.03 0.00 -0.04
H 0.01 0.00 -0.04
H -0.03 0.01 -0.02
C 0.14 0.02 0.11
C -0.09 -0.08 -0.08
N -0.15 0.09 0.22
C -0.07 -0.13 -0.09
N 0.12 0.09 0.00
C -0.16 -0.05 -0.09
C 0.12 -0.08 -0.09
C 0.03 0.05 0.12
N 0.06 0.07 -0.03
C -0.04 -0.01 -0.18
H -0.01 -0.03 0.01
H -0.04 -0.01 -0.03
H 0.04 0.04 0.03
H 0.03 0.02 -0.03
H 0.06 0.01 -0.24
H 0.03 0.00 0.03
H 0.04 0.04 0.05
H -0.04 0.02 0.04
H -0.01 0.00 0.00
H 0.00 -0.02 -0.04
H -0.04 -0.01 -0.01
H 0.01 0.02 0.05
H -0.03 0.00 0.03
N 0.07 0.25 -0.06
C 0.22 -0.05 -0.06
C 0.00 0.00 0.01
C -0.14 0.04 0.02
C 0.04 0.03 -0.03
C 0.08 0.01 -0.02
N 0.29 -0.37 0.28
H -0.05 -0.01 0.00
H -0.09 -0.40 0.08
H 0.02 0.01 0.00
H -0.01 -0.02 0.01
H -0.02 0.02 -0.01
H 0.01 -0.02 -0.02

Its spin multiplicity is 1. Its net charge is +1. The value obtained for the energy is -4679.8428 Ha. The energy relative to the best compared isomer or geometry (same formula, charge and spin) is 0.00 kJ/mol. For the HOMO energy, the calculation gives -0.3889 Eh. Its frontier orbital gap is 8.424 eV. The value obtained for the lowest unoccupied orbital energy is -2.16 eV. The value obtained for the max |F| is 0.019 hartree/bohr.

The net atomic charges from Löwdin, expressed in e, are:
1. Ca 1.3047
2. C -0.1822
3. N -0.0829
4. C -0.1552
5. N -0.0832
6. C -0.1858
7. N -0.2032
8. C -0.1775
9. N -0.0824
10. C -0.1518
11. C -0.1559
12. H 0.1254
13. H 0.1322
14. H 0.1321
15. H 0.1308
16. H 0.1102
17. H 0.1326
18. H 0.1303
19. H 0.1284
20. H 0.1323
21. H 0.1333
22. H 0.1299
23. H 0.1321
24. Br 0.7274
25. C -0.6965
26. C -0.1491
27. C -0.1895
28. C -0.3266
29. C -0.1695
30. C -0.1421
31. H 0.0976
32. H 0.0810
33. H 0.0644
34. H 0.0993
35. C -0.1475
36. C -0.1618
37. N 0.0894
38. C -0.3758
39. N -0.1133
40. C -0.2391
41. C -0.1535
42. C -0.1372
43. N -0.0286
44. C -0.1328
45. H 0.1241
46. H 0.1253
47. H 0.1258
48. H 0.1219
49. H 0.0701
50. H 0.0872
51. H 0.1175
52. H 0.1234
53. H 0.1229
54. H 0.1257
55. H 0.1329
56. H 0.1241
57. H 0.1344
58. N 0.1464
59. C -0.3782
60. C -0.0065
61. C -0.0413
62. C -0.0568
63. C -0.1434
64. N -0.0407
65. H 0.1086
66. H 0.0318
67. H 0.1176
68. H 0.1195
69. H 0.1116
70. H 0.1057